13
Properties=species:S:1:pos:R:3:forces:R:3:nbo_charge:R:1 method="wB97M-V/def2-TZVPD" e_above_lowest_kj_mol=67.5 energy_ha=-952.58784 homo_energy_ev=-8.64 gap_ev=9.3723 smiles=CSSC.O mol_weight_g_mol=112.22
H 1.1378 -0.7225 -0.4047 -0.006 0.444 -0.040 0.24
H 2.4574 0.4332 -0.5570 -0.036 0.104 0.322 0.22
H -1.6346 1.0744 2.5697 -0.021 0.383 0.349 0.22
H -0.2162 -1.7079 -1.6599 -0.214 -0.005 -0.113 0.47
H 0.1264 1.3771 2.2743 -0.158 0.552 -0.479 0.24
H 1.6795 -0.0890 -1.9630 -0.500 0.076 -0.574 0.21
H -1.7293 -1.5750 -1.9649 0.587 -0.178 0.512 0.47
H -0.5176 -0.2260 2.3093 0.034 -0.081 0.077 0.21
O -1.0893 -1.8098 -1.2638 -0.416 -0.279 -0.763 -0.94
C 1.4678 0.1801 -0.9380 0.996 -0.896 0.447 -0.79
C -0.7503 0.7968 2.0136 -0.458 -1.263 0.053 -0.75
S 0.3679 1.5615 -0.6896 -1.255 -0.165 0.224 0.09
S -1.2996 0.7071 0.2741 1.447 1.310 -0.015 0.11


11
Properties=species:S:1:pos:R:3:forces:R:3:nbo_charge:R:1 method="wB97M-V/def2-TZVPD" e_above_lowest_kj_mol=45.7 energy_ha=-479.14822 homo_energy_ev=-9.82 gap_ev=10.7303 smiles=CC.S mol_weight_g_mol=64.15
C 1.4372 0.0893 0.1601 -2.781 -1.436 -1.752 -0.61
H 1.6543 1.0579 -0.2224 0.359 0.821 -0.046 0.21
H -2.0470 0.5801 0.2544 -0.061 -0.105 0.424 0.14
H 0.8881 -1.7295 -1.1882 -0.707 1.293 0.530 0.21
H 0.7313 0.1747 0.9963 0.757 0.073 0.169 0.20
H -2.6994 0.5471 2.2007 0.155 0.114 -0.720 0.15
H 2.3352 -0.4544 0.3913 0.189 -0.194 0.183 0.21
H -0.4812 -0.6685 -0.6919 -1.897 -0.283 0.625 0.19
H 0.5573 -0.1893 -1.9644 0.163 0.310 0.010 0.20
C 0.5100 -0.6699 -0.9916 3.920 -0.597 0.274 -0.60
S -2.8859 1.2625 1.0557 -0.097 0.005 0.304 -0.29